(1)
{"formula": "C3H7N3", "method": "the ωB97M-V functional and the def2-TZVPD basis", "charge": 0, "de_lowest_kcal_mol": 134.2, "homo_energy_ev": -9.25, "orbital_gap_ev": 9.37, "symbols": ["C", "C", "C", "H", "H", "H", "H", "H", "H", "H", "N", "N", "N"], "positions_angstrom": [[2.705, 0.242, 0.197], [0.442, 0.056, -0.573], [-3.101, -0.100, 0.332], [3.008, -0.237, 1.209], [2.466, 1.273, 0.219], [3.518, -0.012, -0.497], [0.491, 1.215, -0.788], [-1.027, -1.370, 0.179], [-3.198, -1.217, 0.249], [-3.960, 0.628, 0.653], [1.465, -0.649, -0.104], [-0.862, -0.318, -0.835], [-1.949, 0.489, -0.242]]}


(2)
{"formula": "C3H41O18", "method": "the ωB97M-V functional and the def2-TZVPD basis", "charge": -1, "de_lowest_kcal_mol": 53.8, "homo_energy_ev": -5.98, "orbital_gap_ev": 7.91, "symbols": ["C", "C", "C", "O", "H", "H", "H", "H", "H", "H", "H", "O", "H", "H", "O", "H", "H", "O", "H", "H", "O", "H", "H", "O", "H", "H", "O", "H", "H", "O", "H", "H", "O", "H", "H", "O", "H", "H", "O", "H", "H", "O", "H", "H", "O", "H", "H", "O", "H", "H", "O", "H", "H", "O", "H", "H", "O", "H", "H", "O", "H", "H"], "positions_angstrom": [[0.623, 1.423, 0.407], [-0.530, 1.355, -0.459], [-0.202, 0.777, -1.811], [-1.479, 0.553, 0.145], [1.104, 0.443, 0.592], [0.413, 1.812, 1.429], [1.441, 1.999, -0.035], [-0.915, 2.318, -0.570], [-0.995, 0.437, -2.479], [0.485, -0.080, -1.634], [0.324, 1.590, -2.440], [-1.063, -1.193, -4.539], [-0.415, -0.801, -5.085], [-1.735, -1.566, -5.138], [-4.798, 1.518, 1.148], [-4.109, 1.667, 1.717], [-4.377, 1.073, 0.384], [3.780, 1.179, 0.295], [4.539, 0.986, 0.937], [3.076, 1.451, 0.848], [-0.001, -2.660, -2.556], [-0.331, -2.232, -3.326], [-0.029, -3.638, -2.664], [-3.100, -1.471, 0.917], [-2.418, -0.957, 0.546], [-3.578, -0.899, 1.510], [-3.680, 0.929, -1.260], [-2.809, 0.907, -0.852], [-3.777, 1.753, -1.706], [2.232, 2.599, 3.616], [2.341, 1.798, 3.134], [1.255, 2.625, 3.730], [-0.299, -1.843, 0.042], [-0.603, -0.909, 0.072], [-0.345, -2.141, -0.907], [1.798, -2.579, 1.595], [1.325, -3.398, 1.671], [1.252, -2.020, 1.079], [-2.527, 1.996, 2.421], [-1.849, 1.963, 3.054], [-2.088, 1.835, 1.592], [-2.951, -1.271, -2.335], [-2.351, -1.122, -3.035], [-3.230, -0.429, -1.952], [3.130, -1.380, -0.607], [2.888, -0.523, -0.326], [2.637, -1.957, -0.082], [-0.158, -0.526, 2.736], [-0.388, -0.115, 1.859], [-0.529, -1.430, 2.691], [2.505, -0.011, 2.654], [1.569, -0.275, 2.560], [2.921, -0.860, 2.452], [-0.496, 1.855, 4.285], [-0.843, 1.750, 5.141], [0.029, 1.114, 4.155], [2.303, -1.390, -3.203], [2.747, -1.688, -2.418], [1.427, -1.689, -2.996], [3.877, 0.638, -2.523], [3.321, -0.078, -2.828], [3.639, 0.814, -1.627]]}


(3)
{"formula": "C7H15N", "method": "the ωB97M-V functional and the def2-TZVPD basis", "charge": 0, "de_lowest_kcal_mol": 15.9, "homo_energy_ev": -8.03, "orbital_gap_ev": 9.12, "smiles": "CCN1CCC[C@@H]1C", "symbols": ["C", "C", "N", "C", "C", "C", "C", "C", "H", "H", "H", "H", "H", "H", "H", "H", "H", "H", "H", "H", "H", "H", "H"], "positions_angstrom": [[-1.347, -0.954, 1.834], [-0.305, -1.550, 0.884], [0.197, -0.706, -0.184], [-0.670, -0.608, -1.349], [-0.798, 0.902, -1.677], [0.241, 1.648, -0.837], [0.730, 0.597, 0.206], [2.274, 0.531, 0.258], [-1.640, -1.691, 2.552], [-2.286, -0.770, 1.305], [-0.954, -0.092, 2.362], [0.517, -1.995, 1.458], [-0.726, -2.440, 0.408], [-1.679, -0.982, -1.176], [-0.177, -1.041, -2.225], [-0.736, 1.127, -2.727], [-1.808, 1.201, -1.377], [1.087, 1.961, -1.440], [-0.193, 2.435, -0.224], [0.344, 0.907, 1.180], [2.701, 1.283, 0.924], [2.633, 0.689, -0.759], [2.595, -0.449, 0.603]]}


(4)
{"formula": "C5H5Cl15", "method": "the ωB97M-V functional and the def2-TZVPD basis", "charge": 0, "de_lowest_kcal_mol": 17.3, "homo_energy_ev": -11.01, "orbital_gap_ev": 11.14, "smiles": "ClC(Cl)Cl.ClC(Cl)Cl.ClC(Cl)Cl.ClC(Cl)Cl.ClC(Cl)Cl", "symbols": ["C", "Cl", "Cl", "Cl", "H", "C", "Cl", "Cl", "Cl", "H", "C", "Cl", "Cl", "Cl", "H", "C", "Cl", "Cl", "Cl", "H", "C", "Cl", "Cl", "Cl", "H"], "positions_angstrom": [[-0.669, 0.019, 0.167], [-2.431, 0.037, -0.068], [0.194, -0.605, -1.258], [-0.504, -1.234, 1.445], [-0.253, 0.981, 0.466], [-1.534, 5.000, 2.657], [-1.203, 3.316, 2.044], [-1.701, 6.343, 1.444], [-0.293, 5.479, 3.841], [-2.460, 5.001, 3.231], [-2.274, -2.663, -3.018], [-4.026, -2.661, -3.416], [-1.359, -1.557, -4.163], [-1.621, -4.306, -3.170], [-2.050, -2.398, -1.984], [2.470, -2.506, -3.330], [2.908, -1.254, -4.446], [3.815, -2.866, -2.202], [1.776, -3.951, -4.197], [1.682, -2.124, -2.680], [1.990, 0.423, 3.815], [0.498, 0.236, 4.774], [1.728, 1.560, 2.456], [2.532, -1.111, 3.162], [2.786, 0.839, 4.432]]}


Computed LUMO energy (eV) in order:
0.1; 1.9; 1.1; 0.1
Computed strongest force on any atom (eV/A) in order:
8.7; 4.0; 1.6; 1.8
Computed DFT total energy (eV) in order:
-7688.8602; -40634.3384; -8991.7995; -193101.4998